Molecular formula: H6O3Si2
Method: DFT, ωB97M-V/def2-TZVPD

Values from the calculation:
* E_LUMO: 0.31 eV
* energy relative to the best compared isomer or geometry (same formula, charge and spin): 53.17 kcal/mol
* orbital gap: 0.32738 Ha
* DFT total energy: -808.3104 hartree
* E_HOMO: -0.31589 Eh

Last column: natural (NBO) charge in e.
Geometry (Å):
O  2.12260  0.40599  0.35811  -1.079
O  -1.47318  -1.58839  -1.01893  -1.127
O  -1.63674  0.87323  0.02636  -1.136
Si  1.31650  -0.40262  -0.80500  0.986
Si  -0.86877  -0.48723  -0.06324  1.583
H  1.94229  0.18358  1.24920  0.500
H  -2.36241  -1.96054  -0.79990  0.514
H  -2.23670  1.36845  0.55416  0.537
H  1.61173  -1.76502  -0.90851  -0.214
H  1.76360  0.03254  -2.09324  -0.180
H  -0.64517  -1.87350  1.80148  -0.385